(1)
Below is a molecular structure, C13H29ClCoIN2OP2Se at a distorted geometry, with properties calculated with the ωB97M-V functional and the def2-TZVPD basis.

Its spin multiplicity is 5. The calculation puts the maximum force at 6.34 eV Å⁻¹. The HOMO energy (alpha / beta) is -13.64 / -12.81 eV. Its total charge is +2. As for the expectation value of S²: 6.040.

Each line ends with the Löwdin charge.
Positions of all 51 atoms, in Å:
1 C -0.041 1.174 -2.667  -0.086
2 C -0.394 1.164 -1.196  -0.855
3 H 0.029 2.176 -3.086  0.114
4 H -0.709 0.659 -3.361  0.059
5 H 0.980 0.719 -2.797  0.021
6 O -0.682 2.282 -0.737  -0.115
7 I -0.077 -0.145 0.433  1.200
8 Co 1.735 -2.713 -3.581  0.037
9 P 2.318 -0.873 -1.663  0.683
10 C 3.135 0.211 -0.311  -0.307
11 C 3.073 -2.461 -1.027  -0.274
12 H 4.164 -2.348 -0.969  0.061
13 H 4.448 -0.403 -2.684  0.051
14 H 2.816 -3.373 -1.617  0.029
15 H 3.332 -1.066 -3.908  0.026
16 H 3.012 -0.190 0.718  0.013
17 H 2.692 -2.593 -0.009  0.038
18 C 3.429 -0.409 -3.042  -0.277
19 H 4.214 0.282 -0.529  0.057
20 H 3.176 0.592 -3.358  0.048
21 H 2.687 1.222 -0.298  -0.003
22 P -2.160 -0.639 -1.482  0.811
23 C -3.149 0.357 -0.297  -0.274
24 C -2.955 -0.174 -3.020  -0.209
25 H -2.288 -2.997 -2.051  0.063
26 H -3.816 -2.312 -1.434  0.078
27 H -2.505 -2.760 -0.294  0.060
28 C -2.732 -2.353 -1.280  -0.196
29 H -2.742 -0.890 -3.810  0.081
30 H -4.002 -0.240 -2.750  0.066
31 H -4.132 0.526 -0.764  0.072
32 H -2.681 1.327 -0.085  0.023
33 H -2.750 0.836 -3.356  0.069
34 H -3.293 -0.183 0.644  0.052
35 Cl 0.397 -4.303 -4.043  -0.117
36 C -2.272 2.509 2.904  0.002
37 N -1.186 1.853 3.621  -0.089
38 C -1.325 1.269 4.874  0.038
39 C -0.169 0.531 5.126  0.048
40 N 0.637 0.703 4.012  -0.120
41 C 1.874 0.022 3.705  -0.033
42 C 0.107 1.654 3.161  -0.735
43 Se 0.985 2.434 1.798  0.950
44 H -3.021 1.826 2.496  0.098
45 H -1.879 3.039 2.050  0.071
46 H -2.796 3.226 3.541  0.117
47 H -2.168 1.342 5.546  0.149
48 H 0.122 -0.056 5.986  0.149
49 H 2.526 0.665 3.118  0.056
50 H 2.368 -0.243 4.635  0.114
51 H 1.670 -0.878 3.136  0.087



(2)
Below is 4 unconnected molecules or ions with the total composition C13H29F7O12P3 at a distorted geometry, with properties calculated with the ωB97M-V functional and the def2-TZVPD basis.

The calculation puts the maximum force at 4.49 eV Å⁻¹. The HOMO energy is -2.62 eV. Its total charge is -1.

Each line ends with the Löwdin charge.
Positions of all 64 atoms, in Å:
1 C -3.306 -0.042 -4.637  -0.107
2 C -2.340 -0.304 -3.575  -0.612
3 F -2.424 0.679 -2.600  0.015
4 F -2.603 -1.526 -2.994  0.025
5 C -0.841 -0.302 -4.039  -0.383
6 F -0.685 -0.750 -5.297  0.124
7 F -0.383 0.981 -3.999  0.103
8 C 0.162 -1.117 -3.185  -0.502
9 F -0.158 -2.411 -3.067  0.156
10 F 0.337 -0.572 -1.962  0.135
11 F 1.398 -1.079 -3.774  0.112
12 H -3.354 -0.944 -5.259  -0.014
13 H -2.906 0.775 -5.253  -0.009
14 C -0.352 2.684 -1.087  -0.069
15 O -0.394 3.719 -0.066  -0.223
16 P -1.632 3.688 0.917  0.351
17 O -2.893 3.994 0.246  -0.225
18 O -1.145 4.866 1.912  -0.236
19 C -0.228 5.885 1.550  -0.114
20 O -1.867 2.586 2.016  -0.199
21 C -0.820 2.145 2.892  -0.078
22 H 0.574 2.819 -1.637  0.077
23 H -0.356 1.695 -0.629  0.086
24 H -1.196 2.774 -1.766  0.088
25 H -0.646 6.528 0.774  0.089
26 H 0.722 5.468 1.219  0.081
27 H -0.052 6.483 2.443  0.082
28 H -0.524 2.949 3.566  0.083
29 H 0.044 1.785 2.335  0.086
30 H -1.234 1.322 3.466  0.083
31 C -4.239 -1.688 0.811  -0.053
32 O -3.317 -2.778 1.070  -0.231
33 P -2.363 -2.666 2.333  0.383
34 O -1.447 -1.536 2.199  -0.224
35 O -1.663 -4.111 2.111  -0.247
36 C -1.638 -4.822 0.880  -0.101
37 O -2.653 -2.929 3.875  -0.209
38 C -3.471 -4.034 4.280  -0.093
39 H -4.828 -1.969 -0.056  0.093
40 H -4.902 -1.529 1.661  0.084
41 H -3.683 -0.778 0.594  0.094
42 H -1.060 -4.282 0.130  0.092
43 H -2.644 -5.014 0.511  0.081
44 H -1.153 -5.776 1.081  0.083
45 H -2.984 -4.974 4.027  0.083
46 H -4.456 -3.992 3.815  0.087
47 H -3.586 -3.965 5.359  0.086
48 C 4.763 -0.912 1.969  -0.081
49 O 4.199 -0.210 0.847  -0.224
50 P 5.098 0.896 0.139  0.354
51 O 5.404 2.000 1.049  -0.233
52 O 4.075 1.260 -1.035  -0.221
53 C 2.665 1.027 -0.997  -0.092
54 O 6.346 0.625 -0.799  -0.205
55 C 6.266 -0.378 -1.825  -0.084
56 H 4.031 -1.651 2.283  0.090
57 H 5.686 -1.422 1.692  0.085
58 H 4.955 -0.215 2.783  0.088
59 H 2.195 1.637 -0.225  0.087
60 H 2.449 -0.025 -0.838  0.079
61 H 2.268 1.315 -1.966  0.083
62 H 5.531 -0.090 -2.574  0.088
63 H 6.005 -1.351 -1.408  0.086
64 H 7.248 -0.440 -2.284  0.086



Going through the records in order, we get total energy values of -5921.53037 -3138.97930 Ha.